# 1
Formula: C7H36O12
Source: OMol25
Level of theory: ωB97M-V/def2-TZVPD

```
! wB97M-V def2-TZVPD RIJCOSX def2/J DEFGRID3
* xyz 0 1
C -3.382 2.439 -0.410
C -2.271 2.533 0.607
C -0.945 2.241 -0.104
C -0.192 1.210 0.322
C -0.632 0.405 1.532
C -0.952 -0.868 1.325
C -0.524 3.041 -1.278
H -3.181 1.515 -0.975
H -3.427 3.298 -1.085
H -4.389 2.186 -0.058
H -2.078 3.616 0.860
H -2.372 2.252 1.653
H 0.721 0.897 -0.135
H -0.553 0.927 2.468
H -1.255 -1.492 2.173
H -1.116 -1.332 0.363
H 0.466 2.813 -1.671
H -0.287 4.086 -0.906
H -1.251 3.210 -2.071
H 1.970 0.708 2.945
H 3.418 0.345 2.988
O 2.847 1.064 2.688
H -0.247 -2.361 -3.092
H -0.811 -3.504 -2.165
O -0.152 -3.299 -2.866
H -2.396 -2.903 -0.546
H -1.396 -3.723 0.214
O -1.631 -3.500 -0.696
H -0.525 0.301 -2.787
H 0.987 -0.137 -2.216
O 0.150 -0.368 -2.683
H 0.645 -3.884 -0.112
H 1.189 -3.027 1.077
O 0.569 -3.736 0.835
H 2.030 2.644 0.269
H 3.173 1.657 0.703
O 2.509 1.852 0.036
H 2.018 -2.102 -0.722
H 2.986 -1.767 0.505
O 2.116 -1.564 0.144
H -4.283 -1.141 -0.692
H -2.997 -1.159 -1.618
O -3.382 -1.438 -0.781
H 2.726 -2.327 -2.655
H 1.429 -3.085 -2.502
O 2.265 -2.865 -1.992
H -0.093 3.640 2.951
H 0.817 2.696 3.723
O -0.110 2.873 3.528
H 1.378 -0.859 1.830
H 0.773 -1.627 2.975
O 1.496 -1.012 2.786
H 2.524 0.999 -1.551
H 2.919 -0.485 -1.193
O 2.710 0.118 -1.934
*
```

* LUMO: 0.189 eV
* energy above the lowest of the compared OMol25 structures with the same formula, charge and spin: 262.60 kJ/mol
* DFT total energy: -1191.120279 a.u.
* orbital gap: 8.91 eV



# 2
Formula: C7H38ClN14O16
Source: OMol25
Level of theory: ωB97M-V/def2-TZVPD

```
! wB97M-V def2-TZVPD RIJCOSX def2/J DEFGRID3
* xyz -1 1
Cl 0.374 0.637 0.722
O -0.048 0.680 -0.638
O 0.047 1.826 1.428
O -0.144 -0.493 1.362
O 1.812 0.593 0.633
O 4.373 -0.915 2.028
H 3.910 -1.709 1.761
H 3.677 -0.299 2.267
O 2.225 -0.585 -2.324
H 2.065 -1.461 -1.971
H 1.460 -0.075 -2.045
O 4.710 0.223 -1.023
H 5.097 -0.307 -0.323
H 3.769 0.228 -0.830
O -1.616 3.232 -1.201
H -1.066 3.953 -1.513
H -1.017 2.671 -0.702
O 1.921 3.666 2.863
H 2.640 3.797 2.241
H 1.224 3.259 2.342
C 3.716 3.310 -2.727
O 4.430 2.335 -2.821
N 2.645 3.270 -1.979
N 4.004 4.387 -3.424
H 2.076 4.099 -1.908
H 2.513 2.402 -1.482
H 3.390 5.163 -3.230
H 4.718 4.415 -4.131
C -1.842 0.576 5.288
O -2.725 0.967 6.074
N -1.987 -0.379 4.437
N -0.678 1.187 5.282
H -2.700 -1.067 4.621
H -1.105 -0.481 3.958
H -0.605 2.066 5.771
H 0.050 1.072 4.593
C -1.900 -4.036 3.164
O -2.048 -4.535 4.266
N -1.259 -2.976 2.886
N -2.367 -4.605 2.087
H -0.794 -2.467 3.619
H -1.123 -2.795 1.903
H -2.276 -4.153 1.188
H -2.985 -5.397 2.157
C 1.926 -3.209 -0.533
O 1.748 -3.472 -1.722
N 1.035 -3.420 0.395
N 3.103 -2.929 -0.020
H 1.045 -2.780 1.176
H 0.088 -3.703 0.189
H 3.945 -2.879 -0.572
H 3.230 -2.947 0.978
C -3.780 0.306 0.356
O -3.633 1.209 -0.437
N -4.697 -0.643 0.058
N -3.184 0.158 1.529
H -4.856 -1.369 0.739
H -5.345 -0.459 -0.689
H -3.629 -0.465 2.183
H -2.548 0.873 1.845
C -0.726 3.569 -4.317
O -1.804 4.086 -4.099
N 0.156 3.989 -5.208
N -0.194 2.534 -3.658
H 0.845 3.334 -5.538
H -0.039 4.879 -5.640
H 0.529 1.963 -4.066
H -0.789 2.110 -2.960
C -2.213 -2.902 -1.408
O -1.852 -3.274 -0.293
N -1.849 -1.732 -1.888
N -2.932 -3.659 -2.175
H -1.488 -1.086 -1.201
H -2.283 -1.434 -2.747
H -3.182 -3.352 -3.101
H -3.192 -4.576 -1.847
*
```

* LUMO: 2.102 eV
* DFT total energy: -2720.205151 a.u.
* orbital gap: 9.10 eV



# 3
Formula: C7H39NO12
Source: OMol25
Level of theory: ωB97M-V/def2-TZVPD

```
! wB97M-V def2-TZVPD RIJCOSX def2/J DEFGRID3
* xyz 0 1
C -0.550 2.208 0.702
C -1.435 2.237 1.869
C -0.784 1.350 3.061
C -1.241 1.615 4.276
C -1.133 1.070 -0.276
N -0.321 1.281 -1.478
C -0.464 2.533 -2.164
C -1.855 3.033 -2.631
H 0.548 2.200 0.715
H -0.658 3.184 0.277
H -1.463 3.286 2.117
H -2.530 2.051 1.699
H 0.211 0.794 2.888
H -0.859 1.268 5.183
H -2.012 2.311 4.537
H -2.259 1.400 -0.428
H -1.104 0.083 0.169
H -0.869 0.565 -2.016
H -0.002 3.332 -1.512
H 0.216 2.408 -3.124
H -1.757 3.573 -3.647
H -2.666 2.220 -2.909
H -2.333 3.791 -2.008
H 2.524 -2.391 3.340
H 1.514 -3.469 3.614
O 1.624 -2.726 3.139
H 0.549 -2.259 -1.342
H 2.003 -1.509 -1.403
O 1.061 -1.381 -1.201
H -0.668 -4.225 -2.257
H -1.097 -3.106 -1.160
O -0.576 -3.386 -1.923
H -1.554 0.426 -5.285
H -0.944 0.162 -3.898
O -1.567 0.696 -4.374
H 1.849 0.355 -0.817
H 2.056 -0.328 0.622
O 2.495 0.316 0.041
H 3.545 1.799 2.200
H 4.260 0.932 0.979
O 4.379 1.208 2.017
H 0.155 -1.111 -2.708
H -0.693 -2.053 -3.334
O -0.061 -1.257 -3.583
H -3.303 -0.310 4.163
H -3.813 -1.399 3.345
O -3.060 -0.854 3.495
H -2.041 -3.026 -2.781
H -3.570 -2.466 -2.244
O -2.645 -2.463 -2.310
H 3.979 -0.736 -1.712
H 5.121 -1.690 -1.904
O 4.763 -0.936 -2.310
H -0.477 -2.249 1.487
H -1.504 -1.916 2.484
O -1.375 -2.156 1.689
H 3.833 -0.702 2.805
H 4.533 -2.007 2.600
O 4.025 -1.575 3.227
*
```

* LUMO: -0.165 eV
* energy above the lowest of the compared OMol25 structures with the same formula, charge and spin: 796.22 kJ/mol
* DFT total energy: -1247.493996 a.u.
* orbital gap: 8.66 eV



# 4
Formula: C7H3N
Source: OMol25
Level of theory: ωB97M-V/def2-TZVPD

```
! wB97M-V def2-TZVPD RIJCOSX def2/J DEFGRID3
* xyz 0 1
C -4.108 -0.376 0.105
C -2.979 -0.157 -0.294
C -1.690 0.364 -0.257
C -0.490 0.425 -0.218
C 0.974 0.691 0.037
C 2.012 -0.211 -0.070
C 3.456 -0.209 -0.040
H -5.196 -0.751 0.429
H 1.488 1.754 0.444
H 1.839 -1.283 -0.014
N 4.695 -0.247 -0.123
*
```

* LUMO: -1.035 eV
* energy above the lowest of the compared OMol25 structures with the same formula, charge and spin: 157.11 kJ/mol
* structure (SMILES): C#CC#C/C=C/C#N
* DFT total energy: -323.056756 a.u.
* orbital gap: 8.49 eV



# 5
Formula: C7H4
Source: OMol25
Level of theory: ωB97M-V/def2-TZVPD

```
! wB97M-V def2-TZVPD RIJCOSX def2/J DEFGRID3
* xyz 0 1
C -2.266 -0.229 -1.467
C -1.383 -0.037 -0.652
C -0.218 -0.072 0.335
C 0.734 -1.138 -0.074
C 1.564 -1.936 -0.085
C 0.392 1.176 0.856
C 1.145 2.183 0.894
H -2.977 0.229 -2.343
H -0.758 -0.139 1.199
H 2.084 -3.053 -0.003
H 1.684 3.016 1.340
*
```

* LUMO: 0.847 eV
* energy above the lowest of the compared OMol25 structures with the same formula, charge and spin: 298.77 kJ/mol
* structure (SMILES): C#CC(C#C)C#C
* DFT total energy: -268.826639 a.u.
* orbital gap: 10.89 eV



# 6
Formula: C7H4
Source: OMol25
Level of theory: ωB97M-V/def2-TZVPD

```
! wB97M-V def2-TZVPD RIJCOSX def2/J DEFGRID3
* xyz 0 1
C -0.580 -0.580 -1.351
C 0.303 0.353 -0.965
C -1.077 -1.417 0.763
C -0.148 -0.448 1.289
C -1.225 -1.398 -0.581
C 0.522 0.327 0.423
C 1.071 1.579 -1.146
H -1.575 -2.089 1.439
H -0.004 -0.416 2.352
H 2.144 1.560 -1.095
H 0.568 2.529 -1.128
*
```

* LUMO (spin up / spin down): -0.673 / -0.683 eV
* energy above the lowest of the compared OMol25 structures with the same formula, charge and spin: 240.58 kJ/mol
* DFT total energy: -268.848803 a.u.
* orbital gap (spin up / spin down): 8.11 / 8.09 eV



# 7
Formula: C7H40O14
Source: OMol25
Level of theory: ωB97M-V/def2-TZVPD

```
! wB97M-V def2-TZVPD RIJCOSX def2/J DEFGRID3
* xyz 0 1
C 0.409 1.725 -1.238
O 1.314 2.609 -1.895
C 0.569 1.671 0.288
C 1.247 0.329 0.663
C 0.599 -1.039 0.377
C -0.542 -1.370 1.336
C -0.979 -2.785 1.117
C -0.689 -3.791 1.938
H -0.589 2.174 -1.519
H 0.608 0.702 -1.616
H 2.010 2.944 -1.316
H -0.445 1.779 0.680
H 1.217 2.464 0.762
H 2.270 0.384 0.200
H 1.484 0.412 1.720
H 1.363 -1.756 0.300
H -0.051 -0.898 -0.526
H -0.281 -1.209 2.382
H -1.570 -0.816 1.225
H -1.701 -2.976 0.269
H -1.201 -4.729 1.833
H 0.058 -3.558 2.712
H -0.745 3.806 3.234
H -2.003 3.056 2.907
O -1.486 3.830 2.624
H -0.218 -3.600 -1.722
H 0.945 -2.677 -2.108
O 0.730 -3.593 -1.863
H -3.322 1.058 2.114
H -4.248 1.703 3.129
O -3.317 1.488 3.030
H -1.281 -2.291 -3.949
H -0.468 -1.409 -2.855
O -1.155 -2.080 -3.016
H -1.932 0.830 -2.637
H -1.722 -0.749 -2.445
O -2.061 0.123 -2.000
H 3.755 0.331 -3.405
H 2.993 1.705 -3.249
O 3.116 0.934 -3.810
H -0.042 1.268 4.555
H 1.119 2.268 4.388
O 0.160 2.194 4.377
H -2.214 -0.301 5.197
H -1.552 -0.287 3.864
O -1.347 -0.421 4.795
H -3.804 1.102 -0.150
H -2.276 1.114 0.042
O -3.107 0.922 0.487
H 2.581 -3.778 0.180
H 2.291 -3.854 -1.240
O 3.039 -3.585 -0.652
H -2.583 4.300 -0.368
H -1.575 3.686 0.638
O -1.699 3.937 -0.295
H 3.364 -1.144 -1.411
H 4.185 -1.927 -2.364
O 4.229 -1.115 -1.840
H 1.822 -0.256 -3.607
H 1.581 -1.472 -4.447
O 1.300 -1.083 -3.605
*
```

* LUMO: 0.106 eV
* energy above the lowest of the compared OMol25 structures with the same formula, charge and spin: 159.90 kJ/mol
* DFT total energy: -1344.008514 a.u.
* orbital gap: 9.76 eV



# 8
Formula: C7H42O14
Source: OMol25
Level of theory: ωB97M-V/def2-TZVPD

```
! wB97M-V def2-TZVPD RIJCOSX def2/J DEFGRID3
* xyz 0 1
C -2.389 -2.398 2.840
O -3.119 -3.313 2.058
H -3.075 -1.551 2.840
H -2.202 -2.794 3.838
H -1.443 -2.182 2.345
H -2.674 -4.164 2.062
C 0.282 1.576 -2.623
O 0.847 0.937 -1.550
H 0.119 0.921 -3.479
H -0.678 2.020 -2.361
H 0.917 2.391 -2.971
H 0.945 1.562 -0.829
C -0.157 -0.483 0.394
O 0.027 -0.852 -1.007
H -0.931 0.282 0.461
H -0.591 -1.356 0.880
H 0.757 -0.266 0.948
H 0.399 -0.120 -1.505
C -2.263 3.098 0.337
O -1.812 2.042 1.185
H -1.879 4.087 0.583
H -1.998 2.839 -0.689
H -3.348 3.002 0.380
H -2.209 1.241 0.834
C 3.035 -0.031 0.500
O 3.677 -0.910 1.356
H 3.646 0.559 -0.182
H 2.217 -0.532 -0.018
H 2.514 0.679 1.143
H 3.059 -1.257 2.004
C 1.727 3.339 0.242
O 1.149 2.035 -0.031
H 1.770 3.646 1.287
H 2.744 3.459 -0.132
H 1.091 4.091 -0.224
H 0.979 1.627 0.821
C -0.261 -1.456 -3.301
O -1.385 -0.667 -3.741
H 0.525 -1.002 -2.698
H -0.724 -2.245 -2.709
H 0.088 -1.968 -4.198
H -1.736 -0.245 -2.953
O 3.123 0.852 -1.927
H 2.194 0.925 -1.706
H 3.174 0.086 -2.498
O -2.105 0.072 -1.797
H -1.241 0.133 -1.391
H -2.719 0.199 -1.074
O -3.039 0.336 0.253
H -3.396 -0.550 0.192
H -3.762 0.862 0.596
O 0.960 1.340 1.874
H 0.433 1.928 2.415
H 1.717 1.126 2.420
O 2.125 -1.446 2.606
H 1.544 -1.130 3.298
H 1.567 -2.001 2.060
O 0.587 -2.670 1.761
H 0.412 -2.937 0.858
H 0.407 -3.453 2.281
O 0.063 -3.304 -0.458
H 0.349 -3.645 -1.306
H -0.031 -2.362 -0.598
*
```

* LUMO: -0.276 eV
* energy above the lowest of the compared OMol25 structures with the same formula, charge and spin: 1997.41 kJ/mol
* DFT total energy: -1344.568320 a.u.
* orbital gap: 7.74 eV



# 9
Formula: C7H4AsBF4NO4S4V
Source: OMol25
Level of theory: ωB97M-V/def2-TZVPD

```
! wB97M-V def2-TZVPD RIJCOSX def2/J DEFGRID3
* xyz -2 3
V -1.353 0.392 -1.847
O 0.533 0.071 -2.191
C 1.308 0.026 -1.229
C 0.996 0.125 0.168
C 2.117 0.047 1.018
C 1.944 0.038 2.369
C 0.668 0.070 2.959
C -0.431 0.136 2.164
C -0.321 0.196 0.737
O -1.398 0.264 0.067
N 3.137 -0.037 3.245
O 4.234 -0.056 2.723
O 2.958 0.018 4.447
H 2.361 -0.134 -1.485
H 3.112 -0.018 0.602
H 0.583 0.033 4.035
H -1.432 0.149 2.571
S -3.732 4.065 -3.985
As -3.283 2.723 -2.413
S -3.191 0.567 -3.186
S -1.062 2.716 -1.962
S -4.353 2.716 -0.592
F 0.432 -2.836 -2.506
B -0.665 -2.844 -1.639
F -0.232 -2.530 -0.341
F -1.319 -4.071 -1.669
F -1.610 -1.826 -2.057
*
```

* LUMO (spin up / spin down): 3.777 / 3.788 eV
* DFT total energy: -5822.112705 a.u.
* orbital gap (spin up / spin down): 5.70 / 5.70 eV



# 10
Formula: C7H4BrClLiO6
Source: OMol25
Level of theory: ωB97M-V/def2-TZVPD

```
! wB97M-V def2-TZVPD RIJCOSX def2/J DEFGRID3
* xyz -1 1
Li -0.718 -2.222 -1.152
Br -1.699 0.482 1.859
C -0.209 1.436 1.184
C 0.147 2.607 1.831
C 1.241 3.326 1.388
C 1.995 2.859 0.321
C 1.643 1.675 -0.303
C 0.533 0.953 0.118
C 0.110 -0.321 -0.574
O 0.979 -1.092 -0.998
O -1.118 -0.513 -0.669
H -0.425 2.926 2.689
H 1.514 4.243 1.891
H 2.870 3.408 0.000
H 2.223 1.271 -1.119
O -1.592 -3.371 -2.418
Cl -1.831 -4.218 -1.290
O -3.107 -3.949 -0.756
O -1.726 -5.572 -1.687
O -0.828 -3.927 -0.316
*
```

* LUMO: 2.864 eV
* energy above the lowest of the compared OMol25 structures with the same formula, charge and spin: 42.33 kJ/mol
* DFT total energy: -3762.269213 a.u.
* orbital gap: 9.11 eV



# 11
Formula: C7H4F3IN2
Source: OMol25
Level of theory: ωB97M-V/def2-TZVPD

```
! wB97M-V def2-TZVPD RIJCOSX def2/J DEFGRID3
* xyz 0 1
C 2.017 -2.104 -0.604
C 0.817 -0.198 -0.099
C -0.157 -0.610 -1.052
C 2.003 -0.851 0.114
C -0.716 0.161 -2.017
C 0.913 1.763 -1.777
C 1.683 2.990 -1.714
N 1.754 -3.102 -1.153
N -0.214 1.499 -2.251
F 2.554 2.989 -2.785
F 0.990 4.066 -1.931
F 2.461 3.200 -0.606
I -1.751 2.901 -3.243
H 0.699 0.705 0.409
H -0.612 -1.513 -1.018
H 2.898 -0.664 0.713
H -1.485 -0.248 -2.607
*
```

* LUMO (spin up / spin down): -1.903 / -1.941 eV
* energy above the lowest of the compared OMol25 structures with the same formula, charge and spin: 209.40 kJ/mol
* DFT total energy: -975.776224 a.u.
* orbital gap (spin up / spin down): 7.03 / 6.94 eV



# 12
Formula: C7H4N2O2
Source: OMol25
Level of theory: ωB97M-V/def2-TZVPD

```
! wB97M-V def2-TZVPD RIJCOSX def2/J DEFGRID3
* xyz 0 1
C 0.573 0.148 0.864
C -0.456 -0.718 1.251
C -1.333 -1.000 0.255
C -1.271 -0.323 -0.992
C -0.152 0.353 -1.474
C 0.827 0.778 -0.407
C -0.095 0.504 -2.881
H -0.581 -0.972 2.374
H -1.960 -2.043 0.484
H -2.117 -0.722 -1.703
H 1.560 1.369 -0.649
N 1.392 0.556 2.021
N 0.202 0.636 -3.965
O 0.648 0.814 3.162
O 2.764 0.620 1.660
*
```

* LUMO: -2.100 eV
* energy above the lowest of the compared OMol25 structures with the same formula, charge and spin: 596.22 kJ/mol
* structure (SMILES): N#Cc1cccc([N+](=O)[O-])c1
* DFT total energy: -528.880066 a.u.
* orbital gap: 8.39 eV



no.,M (g mol⁻¹)
1,312.4
2,609.9
3,329.4
4,101.1
5,88.1
6,88.1
7,348.4
8,350.4
9,507.0
10,306.4
11,300.0
12,148.1